41
Properties=species:S:1:pos:R:3:nbo_charge:R:1 method="wB97M-V/def2-TZVPD" homo_energy_ha="-0.51232 / -0.51755" charge=+2 gap_ev="6.83 / 6.92"
Mo 0.3595 -0.7446 0.3334 0.650
N 2.1469 -1.8077 1.5183 -0.825
C 2.3092 -1.1299 2.8178 -0.233
C 0.9328 -0.8670 3.4137 -0.238
N 0.2314 0.0510 2.5035 -0.779
H 1.9018 -2.7874 1.6848 0.396
H 3.0561 -1.8172 1.0500 0.417
H 2.8129 -0.1674 2.6501 0.213
H 2.9147 -1.7243 3.5076 0.232
H 1.0327 -0.4501 4.4227 0.233
H 0.3604 -1.8009 3.4833 0.204
H 0.6655 0.9755 2.5819 0.410
H -0.7350 0.1854 2.8084 0.408
Br -2.8763 -0.9328 -2.7293 0.024
C -2.2856 0.6680 -3.6148 -0.517
Br -0.3807 0.5723 -3.9027 0.033
H -2.4968 1.5141 -2.9636 0.240
H -2.7902 0.7510 -4.5745 0.255
Se -0.7897 1.1558 -0.2694 0.055
I 2.7400 0.2633 -1.1100 0.432
C 1.7806 -1.3604 -2.1285 0.158
C 2.1992 -1.8857 -3.3236 -0.287
C 1.4287 -2.9159 -3.8626 -0.071
C 0.2812 -3.3212 -3.1883 -0.223
C -0.0549 -2.7254 -1.9903 0.086
N 0.6932 -1.7450 -1.4347 -0.544
H 3.0824 -1.5188 -3.8223 0.270
H 1.7189 -3.3739 -4.7921 0.259
H -0.3440 -4.1029 -3.5872 0.258
H -0.9567 -3.0077 -1.4531 0.226
C -3.4280 -1.0413 1.2517 -0.435
N -3.0684 -2.4237 1.4876 -0.567
C -1.8466 -2.9186 1.3028 0.813
N -1.6398 -4.2358 1.5004 -0.790
O -0.8578 -2.1900 0.9904 -0.715
H -4.4415 -0.9942 0.8564 0.242
H -2.7490 -0.6078 0.5120 0.234
H -3.3946 -0.4626 2.1784 0.208
H -3.8066 -3.0310 1.8109 0.423
H -2.3990 -4.8782 1.6529 0.424
H -0.7296 -4.6319 1.3328 0.420

39
Properties=species:S:1:pos:R:3:nbo_charge:R:1 method="wB97M-V/def2-TZVPD" homo_energy_ha=-0.30821 gap_ev=8.20
C -2.5793 1.9898 -1.2435 -0.609
C -3.7997 1.1012 -1.4513 -0.400
C -4.8795 1.2895 -0.3854 -0.410
C -4.4777 0.8426 1.0134 -0.506
H -3.5657 1.3272 1.3511 0.210
H -5.2768 1.0647 1.7207 0.231
S -4.2570 -0.9721 1.1433 0.231
C -2.5759 -1.2030 0.6228 -0.213
C -1.5558 -0.4844 1.1760 -0.005
N -0.2907 -0.6858 0.7384 -0.299
C 0.8813 -0.1010 1.0854 -0.107
C 1.8617 -0.7067 0.3124 0.115
N 1.3061 -1.6456 -0.4940 -0.466
C 0.0157 -1.6377 -0.2401 0.316
C -1.0262 -2.4083 -0.7793 -0.199
C -2.3035 -2.1914 -0.3543 -0.220
H -3.1294 -2.7599 -0.7509 0.233
H -0.7847 -3.1488 -1.5229 0.238
C 3.2899 -0.4517 0.2913 -0.061
C 3.8769 0.5127 1.1129 -0.183
C 5.2370 0.7325 1.0720 -0.155
C 6.0372 -0.0129 0.2036 -0.195
C 5.4580 -0.9797 -0.6218 -0.156
C 4.0984 -1.1927 -0.5744 -0.138
H 3.6275 -1.9333 -1.2012 0.237
H 6.0835 -1.5525 -1.2908 0.225
C 7.4305 0.2133 0.1623 0.277
N 8.5619 0.3994 0.1301 -0.307
H 5.6926 1.4781 1.7072 0.227
H 3.2658 1.0929 1.7870 0.211
H 0.9338 0.6697 1.8264 0.217
H -1.6960 0.2478 1.9576 0.219
H -5.7697 0.7306 -0.6817 0.212
H -5.1512 2.3477 -0.3332 0.202
H -3.4900 0.0547 -1.4772 0.205
H -4.2405 1.3338 -2.4230 0.207
H -2.8730 3.0360 -1.1882 0.203
H -1.8851 1.8712 -2.0721 0.217
H -2.0506 1.7321 -0.3285 0.192

9
Properties=species:S:1:pos:R:3:nbo_charge:R:1 method="wB97M-V/def2-TZVPD" homo_energy_ha=-0.35421 gap_ev=10.16
C -1.1561 0.6290 0.2603 -0.133
C 1.3370 -0.5452 -0.3590 -0.457
F -2.1042 -0.0611 -0.4251 -0.374
S 0.1924 1.1169 -0.7976 0.141
Cl 1.8087 -0.5612 1.3372 -0.013
H -1.6945 1.5279 0.5068 0.198
H -0.8136 -0.0833 1.0350 0.197
H 0.4352 -1.2044 -0.4326 0.216
H 1.9950 -0.8187 -1.1251 0.225

118
Properties=species:S:1:pos:R:3:mulliken_charge:R:1 method="wB97M-V/def2-TZVPD" homo_energy_ha=-0.11608 charge=-1 gap_ev=5.43
In -0.7269 -1.1517 -0.7248 1.279
Cl -1.8418 -0.6941 -3.7955 0.108
C -2.6943 0.7549 -4.2274 0.312
C -3.0550 0.9395 -5.5564 -0.630
C -3.7420 2.0860 -5.9106 -0.493
C -4.0683 3.0334 -4.9443 -0.894
C -3.6980 2.8287 -3.6285 -0.170
C -2.9915 1.6877 -3.2401 -0.666
P -2.5163 1.3736 -1.4859 1.895
C -1.5749 2.8753 -1.0483 0.109
C -1.3747 3.1296 0.3108 -0.483
C -0.6217 4.2157 0.7241 -0.831
C -0.0285 5.0490 -0.2150 -0.604
C -0.1871 4.7825 -1.5655 -0.645
C -0.9581 3.7044 -1.9811 -0.831
C -4.1762 1.6684 -0.7593 0.589
C -4.6081 2.8461 -0.1552 -0.397
C -5.9013 2.9466 0.3406 -0.631
C -6.7769 1.8759 0.2303 -0.640
C -6.3552 0.6998 -0.3744 -0.543
C -5.0621 0.5944 -0.8605 -0.667
H -2.7978 0.1852 -6.2878 0.486
H -4.0298 2.2379 -6.9434 0.362
H -4.6133 3.9275 -5.2189 0.411
H -3.9583 3.5621 -2.8744 0.409
H -1.8003 2.4653 1.0544 0.939
H -0.4769 4.3941 1.7827 0.305
H 0.5743 5.8889 0.1077 0.378
H 0.2960 5.4108 -2.3040 0.390
H -1.0670 3.5084 -3.0387 0.450
H -3.9342 3.6877 -0.0641 0.358
H -6.2237 3.8659 0.8149 0.408
H -7.7839 1.9553 0.6217 0.374
H -7.0243 -0.1486 -0.4523 0.442
H -4.7317 -0.3416 -1.3016 0.182
C 2.4856 3.3166 3.5144 -1.237
Si 3.0472 2.2228 2.0870 0.789
C 4.9295 2.0863 2.1832 -1.236
C 2.5519 3.0615 0.4743 -0.776
C 2.3127 0.5152 2.2881 1.302
Te 0.2189 0.5345 1.8611 0.640
C -0.2064 0.8453 4.0647 -1.135
Si -0.1419 -0.7083 5.0808 0.134
C -1.7252 -1.7052 4.8396 -1.006
C 1.2947 -1.8438 4.6429 -0.486
C 0.0182 -0.3111 6.9257 -1.116
H 2.9201 4.3159 3.4115 0.359
H 2.7906 2.9133 4.4835 0.334
H 1.3971 3.4212 3.5154 0.190
H 5.4011 3.0504 1.9683 0.323
H 5.3120 1.3589 1.4620 0.271
H 5.2516 1.7698 3.1791 0.318
H 3.4239 3.3266 -0.1306 0.571
H 2.0096 3.9855 0.6948 0.100
H 1.8913 2.4311 -0.1293 0.144
H 2.4250 0.1599 3.3169 0.154
H 2.7635 -0.2257 1.6280 -1.084
H -1.2219 1.2589 4.0819 0.453
H 0.4570 1.6237 4.4545 0.564
H -1.7341 -2.1978 3.8632 0.215
H -2.6180 -1.0771 4.9016 0.308
H -1.8062 -2.4835 5.6043 0.380
H 1.3693 -1.9863 3.5619 -0.310
H 1.1454 -2.8269 5.1004 0.492
H 2.2568 -1.4603 4.9955 0.297
H -0.8411 0.2654 7.2795 0.301
H 0.9139 0.2887 7.1107 0.279
H 0.0896 -1.2194 7.5312 0.294
C -2.3797 -3.7101 -2.0731 -1.389
C -3.1451 -3.0198 -0.9868 1.009
C -4.3836 -3.3238 -0.4749 -1.355
C -4.6453 -2.3837 0.5584 -0.733
C -3.5569 -1.5493 0.6357 0.204
C -3.3264 -0.4225 1.5887 0.529
N -2.6366 -1.9272 -0.3173 0.451
H -2.6176 -4.7747 -2.0860 0.436
H -1.2954 -3.6383 -1.9306 0.142
H -2.5973 -3.3106 -3.0673 0.179
H -5.0150 -4.1386 -0.7981 0.466
H -5.5214 -2.3242 1.1879 0.587
H -4.2599 -0.1883 2.1031 0.464
H -2.9922 0.4867 1.0810 -0.489
H -2.5745 -0.6646 2.3426 -0.903
C 0.9521 -0.0484 -0.6883 -1.071
Ge 2.3020 -1.3228 -1.1660 1.550
C 1.7394 -2.5155 -2.6580 -0.565
C 1.4321 -1.9236 -3.8866 -0.238
C 0.9683 -2.6770 -4.9559 -0.559
C 0.7924 -4.0491 -4.8193 -0.524
C 1.0965 -4.6564 -3.6093 -0.562
C 1.5725 -3.8949 -2.5472 -0.411
C 3.9674 -0.5484 -1.8975 -0.704
C 4.4890 0.6185 -1.3416 -0.052
C 5.6794 1.1727 -1.7936 -0.421
C 6.3749 0.5616 -2.8295 -0.627
C 5.8702 -0.6002 -3.3981 -0.759
C 4.6804 -1.1474 -2.9330 -0.380
C 2.9579 -2.5272 0.2810 -0.599
C 2.0902 -3.4444 0.8726 0.362
C 2.4813 -4.2335 1.9447 -0.993
C 3.7626 -4.1060 2.4666 -0.499
C 4.6398 -3.1913 1.9021 -0.802
C 4.2395 -2.4168 0.8191 0.224
H 1.5404 -0.8482 -3.9979 0.444
H 0.7329 -2.1909 -5.8961 0.399
H 0.4237 -4.6388 -5.6502 0.345
H 0.9670 -5.7262 -3.4898 0.403
H 1.8255 -4.3949 -1.6148 0.271
H 3.9479 1.1117 -0.5391 0.001
H 6.0602 2.0805 -1.3382 0.425
H 7.3028 0.9881 -3.1921 0.347
H 6.4064 -1.0854 -4.2063 0.383
H 4.3063 -2.0597 -3.3877 0.289
H 1.0624 -3.5194 0.5169 0.268
H 1.7797 -4.9315 2.3869 0.410
H 4.0686 -4.7071 3.3144 0.354
H 5.6386 -3.0752 2.3081 0.394
H 4.9450 -1.7143 0.3856 0.418

80
Properties=species:S:1:pos:R:3:mulliken_charge:R:1 method="wB97M-V/def2-TZVPD" homo_energy_ha="-0.49821 / -0.49818" charge=+2 gap_ev="5.50 / 5.40"
Mo -0.0554 -0.5391 1.8594 -0.703
C 3.1724 2.3356 2.2161 -1.446
C 3.1625 1.0258 2.9907 0.348
C 3.8950 1.1876 4.3329 -1.525
C 1.7808 0.5026 3.3031 1.113
C 0.6587 1.3283 3.3026 -0.233
C -0.5847 0.8567 3.7619 -1.032
C -0.7197 -0.4345 4.3038 1.271
C -1.9732 -0.8536 4.9890 -1.632
C 0.3529 -1.3228 4.1360 -0.819
C 1.5712 -0.8648 3.6207 -0.743
H 4.1905 2.5818 1.9178 0.401
H 2.8134 3.1703 2.8216 0.423
H 2.5600 2.2905 1.3139 0.215
H 3.6810 0.2534 2.4214 0.249
H 3.3802 1.9031 4.9766 0.384
H 4.9038 1.5601 4.1605 0.439
H 3.9747 0.2411 4.8691 0.389
H 0.7243 2.3316 2.9058 0.399
H -1.4467 1.5080 3.7221 0.441
H -2.1949 -1.9029 4.8165 0.438
H -2.8149 -0.2263 4.7075 0.396
H -1.8051 -0.7337 6.0642 0.395
H 0.2317 -2.3646 4.3988 0.347
H 2.4003 -1.5526 3.5229 1.072
C 4.3307 -0.3863 -2.0176 -0.913
N 3.4612 -0.6317 -0.8465 0.888
C 2.4436 0.0747 -0.3734 -0.923
N 1.9434 -0.5270 0.7101 1.535
C 2.7137 -1.6578 0.8048 -0.722
N 3.6431 -1.7395 -0.1016 -1.112
C 3.5238 0.0721 -3.2038 0.343
C 3.8732 1.2104 -3.9154 -0.766
C 3.0804 1.6498 -4.9703 -0.768
C 1.9079 0.9857 -5.2846 -0.715
C 1.5610 -0.1610 -4.5759 0.216
C 2.3819 -0.6355 -3.5639 -0.009
C 0.2406 -0.7942 -4.6984 0.495
N -0.0934 -2.0246 -4.8212 -0.465
N -1.4700 -2.0810 -4.5463 -0.363
C -1.8335 -0.8777 -4.2771 0.177
O -0.8118 0.0069 -4.3863 -0.231
C -3.0615 -0.3708 -3.6653 0.348
C -4.2759 -1.0450 -3.7574 -0.771
C -5.3590 -0.5798 -3.0288 -0.733
C -5.2237 0.5160 -2.1803 -0.827
C -4.0088 1.1809 -2.0888 0.725
C -3.7900 2.3022 -1.0987 -1.109
N -2.5315 2.0558 -0.3607 0.853
C -2.2965 1.0689 0.4796 -0.925
N -0.9735 0.9986 0.7107 0.788
C -0.4652 2.0174 -0.0532 -1.082
N -1.3754 2.6677 -0.7160 -0.894
C -2.9397 0.7503 -2.8576 -0.177
H 4.8274 -1.3413 -2.1801 0.357
H 5.0850 0.3472 -1.7364 0.398
H 2.1075 0.9860 -0.8369 0.551
H 2.5593 -2.4362 1.5329 0.542
H 4.7675 1.7620 -3.6503 0.431
H 3.3685 2.5303 -5.5279 0.432
H 1.2623 1.3568 -6.0696 0.528
H 2.0890 -1.5332 -3.0287 0.569
H -4.3657 -1.9220 -4.3844 0.548
H -6.3113 -1.0876 -3.0998 0.423
H -6.0709 0.8369 -1.5857 0.441
H -4.5959 2.3539 -0.3689 0.438
H -3.6711 3.2836 -1.5539 0.308
H -3.0381 0.3868 0.8577 0.782
H 0.5752 2.2935 -0.0667 0.883
H -1.9887 1.2637 -2.8057 0.853
Se -0.4444 -3.6405 -1.7905 0.136
C -0.3137 -2.6444 -0.4174 0.431
N -0.2266 -1.9108 0.5351 -0.632
Cl -4.0204 -2.0770 0.1639 -0.007
C -3.7422 -2.6765 1.8194 -0.912
C -2.3432 -2.3149 2.2812 0.699
O -1.5846 -3.1342 2.7479 -0.481
O -2.0381 -1.0350 2.1153 0.100
H -3.8528 -3.7551 1.8318 0.462
H -4.4882 -2.2187 2.4669 0.271

20
Properties=species:S:1:pos:R:3:nbo_charge:R:1 method="wB97M-V/def2-TZVPD" homo_energy_ha=-0.32184 gap_ev=9.69
C 1.5243 1.1048 -0.1325 -0.619
C 0.1019 1.2467 0.3926 -0.040
C -0.9761 1.1294 -0.7166 -0.447
C -1.8230 -0.1248 -0.6602 -0.164
C -2.8939 -0.2846 0.1025 -0.396
N -0.0399 2.5538 1.0631 -0.867
H 2.1512 0.9396 0.7446 0.212
H 1.6514 0.3062 -0.8549 0.216
H 1.8594 2.0437 -0.5784 0.205
H -0.1285 0.5127 1.1632 0.184
H -0.5609 1.1497 -1.7287 0.210
H -1.6737 1.9684 -0.6356 0.202
H -1.3149 -1.0039 -1.0565 0.188
H -3.4969 -1.1574 0.2960 0.205
H -3.1931 0.5907 0.6865 0.179
H 0.8357 3.0232 1.1394 0.361
H -0.8342 3.1341 0.8604 0.371
H 2.5885 -5.7416 -0.6818 0.460
H 3.3723 -6.0696 0.4514 0.460
O 2.8503 -5.3213 0.1456 -0.920

20
Properties=species:S:1:pos:R:3:nbo_charge:R:1 method="wB97M-V/def2-TZVPD" homo_energy_ha=-0.32267 gap_ev=9.66
C -0.2087 -0.5821 -0.2709 0.214
C -1.5610 -0.9114 0.3425 -0.638
N 0.4519 0.5760 0.2716 -0.668
C 0.8980 -1.7928 0.1772 0.671
N -0.2730 -0.5900 -1.6857 -0.843
N 2.1898 -1.5050 -0.0899 -0.839
C -0.2426 1.8879 0.0004 -0.010
C -0.3467 2.8743 0.8790 -0.469
O 0.5303 -2.8545 0.6211 -0.614
H 0.6197 0.4894 1.2668 0.373
H -1.1006 -0.1541 -2.0678 0.371
H 0.5826 -0.2875 -2.1313 0.373
H 2.4577 -0.5747 -0.3596 0.408
H 2.9042 -2.1901 0.1043 0.404
H -0.5184 2.0236 -1.0385 0.192
H -1.8166 -1.9333 0.0724 0.245
H -2.3277 -0.2287 -0.0197 0.207
H -1.5151 -0.8572 1.4272 0.219
H -0.0646 2.7465 1.9137 0.193
H -0.6593 3.8636 0.5872 0.210

15
Properties=species:S:1:pos:R:3:nbo_charge:R:1 method="wB97M-V/def2-TZVPD" homo_energy_ha=-0.32086 gap_ev=9.72
C -2.4714 -0.3513 -0.0824 -0.404
N -1.1589 0.2631 0.0483 -0.170
C -0.0912 -0.3878 -0.4427 -0.054
C 1.0610 0.2757 -0.0849 -0.134
C 2.3824 -0.4505 0.1312 -0.620
C 0.5241 1.5067 0.3897 -0.064
N -0.8180 1.4603 0.5585 -0.264
H -2.8985 -0.0758 -1.0483 0.204
H -3.1587 -0.0946 0.7249 0.227
H -2.3132 -1.4382 -0.0708 0.211
H -0.2563 -1.1425 -1.1924 0.208
H 3.2878 0.1091 -0.1126 0.215
H 2.4087 -1.4050 -0.4145 0.216
H 2.4628 -0.7362 1.1948 0.220
H 1.0394 2.4670 0.4012 0.208

8
Properties=species:S:1:pos:R:3:nbo_charge:R:1 method="wB97M-V/def2-TZVPD" homo_energy_ha="-0.37676 / -0.32731" gap_ev="10.16 / 7.49"
C -2.2011 -2.2472 0.7485 0.822
C -0.7868 0.4817 -0.6962 0.858
O -3.3568 -2.2747 0.9045 -0.490
O 0.0233 1.5069 -0.5036 -0.691
F -1.2139 -2.6866 1.6267 -0.340
F -1.5918 0.4587 -1.7479 -0.303
F -1.4434 0.1770 0.4871 -0.373
H 0.6205 1.3037 0.2601 0.518

30
Properties=species:S:1:pos:R:3:nbo_charge:R:1 method="wB97M-V/def2-TZVPD" homo_energy_ha=-0.36105 gap_ev=9.50
O 0.4630 -0.8524 2.0516 -0.581
F 0.5558 -5.1920 -2.1736 -0.310
N 1.7006 -4.6943 1.2683 -0.396
O 0.0859 -0.2764 -0.1363 -0.511
C 0.5214 -1.1326 0.8610 0.778
C 1.4018 -5.2237 0.0302 -0.007
C 1.4347 -3.4077 1.4341 0.086
C 0.5378 -3.1675 -0.8134 -0.176
C 0.8476 -4.5195 -1.0400 0.318
C 0.8217 -2.5225 0.4855 -0.198
C -1.1431 3.8251 0.0261 -0.415
C 0.3478 3.5144 -0.2723 -0.393
C -2.0684 2.6494 -0.3100 -0.404
C 0.7531 2.0461 0.2603 -0.418
C -1.4593 1.3024 -0.8177 -0.407
C -0.3754 1.0254 0.1595 0.080
H 1.3969 -6.2449 -0.2408 0.204
H 1.8002 -3.0229 2.3457 0.212
H 0.1313 -2.5358 -1.6971 0.247
H -1.5480 4.7277 -0.4719 0.213
H -1.1373 4.1145 1.0269 0.204
H 1.1407 4.1707 0.1030 0.219
H 0.5939 3.3564 -1.3128 0.197
H -2.5164 2.4435 0.6336 0.202
H -2.9761 2.9668 -0.9143 0.212
H 1.6433 1.7275 -0.2816 0.213
H 1.0855 1.9738 1.3338 0.213
H -2.3015 0.5879 -0.8630 0.226
H -0.9811 1.3762 -1.7815 0.202
H -0.7562 0.9846 1.1068 0.188

21
Properties=species:S:1:pos:R:3:nbo_charge:R:1 method="wB97M-V/def2-TZVPD" homo_energy_ha=-0.35512 gap_ev=8.31
C 1.9051 1.5742 -0.0292 -0.207
C 1.3517 1.2177 1.3241 -0.170
C 1.1959 1.2998 -1.1020 -0.177
C 0.2890 0.5086 1.3623 -0.232
C -0.1209 0.6184 -1.0997 -0.145
C -0.2150 -0.1525 0.2019 0.122
C -0.6402 -1.4870 0.2524 0.108
N -1.3116 1.4548 -1.1505 -0.808
N -1.1334 -2.2626 -0.8999 0.521
N -0.5383 -2.2357 1.4523 0.510
O -0.3876 -2.4747 -1.8165 -0.348
O -2.3029 -2.5416 -0.8700 -0.314
O 0.1756 -1.8528 2.3416 -0.360
O -1.1408 -3.2710 1.3658 -0.353
H 2.9253 1.9029 -0.0616 0.221
H 1.4806 1.7872 2.2586 0.227
H 1.5301 1.5605 -2.0695 0.217
H -0.1779 0.4426 2.2490 0.227
H -0.1598 -0.1426 -1.9125 0.224
H -1.0578 2.3869 -1.6001 0.370
H -1.6672 1.6669 -0.1966 0.368

27
Properties=species:S:1:pos:R:3:nbo_charge:R:1 method="wB97M-V/def2-TZVPD" homo_energy_ha=-0.44433 charge=+1 gap_ev=8.58
C 0.0605 2.2493 0.5075 -0.269
C -1.0826 1.5651 0.6704 -0.122
C 1.3281 1.5654 0.3549 -0.243
C -1.2694 0.1276 0.3751 -0.014
C -0.7065 -0.3658 -1.0194 -0.189
C 1.2936 0.2428 0.3490 0.217
C 0.1184 -0.5989 0.2776 -0.133
C -2.3977 -0.7062 0.9126 -0.621
C -0.4015 0.6423 -2.0337 -0.634
C 0.3982 -2.0511 0.5485 -0.619
N 2.6694 -0.3421 0.1418 -0.703
H -0.0640 3.3641 0.7157 0.257
H -2.0546 1.9115 0.9438 0.233
H 2.2779 2.2262 0.3733 0.243
H -1.2419 -1.2229 -1.2652 0.227
H -2.0709 -1.1272 1.9240 0.220
H -2.7921 -1.4196 0.2976 0.228
H -3.2233 -0.1119 0.9774 0.235
H -1.1683 0.6654 -2.9558 0.244
H 0.5320 0.4603 -2.5808 0.208
H -0.5084 1.5786 -1.7203 0.223
H 0.8547 -2.0612 1.4669 0.205
H 1.0234 -2.6068 -0.1705 0.212
H -0.6008 -2.4615 0.7315 0.256
H 2.6196 -1.1425 -0.4760 0.438
H 3.0961 -0.6860 1.0248 0.447
H 3.3104 0.3051 -0.3705 0.456

How do the records compare in ΔE to the lowest compared entry with this formula, charge and spin? In the order shown, they have 0.687, 0.715, 1.154, 0.207, 0.000, 1.912, 0.935, 1.560, 4.752, 2.076, 2.320, 3.233 eV.
How do the records compare in E_tot? In the order shown, they have -8656.96109, -1258.57728, -1036.80109, -5949.13484, -4924.57959, -328.24860, -436.61267, -304.77815, -526.74831, -770.71329, -735.86546, -445.03630 a.u..